Entry 1:
This record from OMol25 describes a cluster of 2 separate species, C4H9NO2 in total. The level of theory is ωB97M-V/def2-TZVPD.

ΔE to the lowest compared entry with this formula, charge and spin in kcal per mole: 85.8
Orbital gap (spin up / spin down) in hartree: 0.3068 / 0.2553
HOMO (spin up / spin down) in eV: -7.659 / -6.681

```
! RIJCOSX wB97M-V def2-TZVPD def2/J DEFGRID3
* xyz 0 1
C 2.088 -0.108 0.146
C -1.103 -0.844 1.226
C -1.274 -0.477 -1.335
C -0.840 -0.021 0.016
N 2.540 1.133 0.221
O 2.649 -1.166 0.027
O -0.869 1.345 0.256
H -2.176 -1.060 1.333
H -0.572 -1.794 1.164
H -0.770 -0.304 2.110
H -0.676 -0.024 -2.127
H -2.324 -0.204 -1.513
H -1.187 -1.557 -1.410
H 1.882 1.888 0.318
H 3.532 1.366 0.149
H -0.899 1.826 -0.579
*
```

---

Entry 2:
This record from OMol25 describes the molecule C7H5O2P. The level of theory is ωB97M-V/def2-TZVPD.

ΔE to the lowest compared entry with this formula, charge and spin in kcal per mole: 0.0
Orbital gap in hartree: 0.2885
HOMO in eV: -8.802
SMILES: O=C=P[C@@H]1C=CC=CC1=O

```
! RIJCOSX wB97M-V def2-TZVPD def2/J DEFGRID3
* xyz 0 1
O -4.731 1.071 0.113
C -3.862 0.315 -0.044
P -2.844 -0.884 -0.578
C -1.279 -0.840 0.620
C -0.830 0.561 0.594
C 0.251 0.938 -0.106
C 1.048 -0.033 -0.797
C 0.821 -1.356 -0.681
C -0.243 -1.885 0.156
O -0.353 -3.048 0.477
H -1.692 -1.151 1.584
H -1.437 1.284 1.122
H 0.552 1.974 -0.149
H 1.871 0.325 -1.401
H 1.463 -2.085 -1.153
*
```

---

Entry 3:
This record from OMol25 describes a structure of composition C27H39BN2O5Re. The level of theory is ωB97M-V/def2-TZVPD.

ΔE to the lowest compared entry with this formula, charge and spin in kcal per mole: 12.7
Orbital gap (spin up / spin down) in hartree: 0.2633 / 0.2803
⟨S²⟩: 0.757
HOMO (spin up / spin down) in eV: -7.162 / -7.821

```
! RIJCOSX wB97M-V def2-TZVPD def2/J DEFGRID3
* xyz 0 2
Re -0.058 0.211 0.245
N 1.787 0.101 1.462
C 2.649 -1.028 1.068
C 1.777 -2.136 0.474
O 2.170 -3.285 0.358
N 0.582 -1.667 0.064
C -0.206 -2.637 -0.664
C -1.440 -1.927 -1.225
O -2.335 -2.526 -1.789
O -1.439 -0.640 -1.052
H 2.306 0.968 1.417
H 1.516 -0.020 2.431
H 3.229 -1.409 1.908
H 3.326 -0.694 0.285
H -0.492 -3.490 -0.044
H 0.375 -3.038 -1.502
C -0.571 1.406 1.979
C -1.860 0.717 1.841
C -2.410 1.172 0.625
C -1.416 2.060 0.004
C -0.415 2.383 0.929
C 0.403 3.658 1.066
C -0.201 4.393 2.285
C 0.240 4.585 -0.137
C 1.879 3.411 1.342
C -3.758 1.019 -0.052
C -4.658 2.076 0.627
C -4.431 -0.354 0.009
C -3.669 1.397 -1.541
C -2.296 -0.284 2.912
C -2.281 -1.721 2.387
C -3.671 0.086 3.495
C -1.325 -0.241 4.103
H 0.001 1.439 2.893
H -1.528 2.528 -0.953
H -1.267 4.564 2.139
H 0.284 5.361 2.415
H -0.074 3.825 3.206
H -0.801 4.896 -0.228
H 0.547 4.123 -1.072
H 0.835 5.484 0.022
H 2.016 2.815 2.245
H 2.387 4.358 1.518
H 2.373 2.925 0.495
H -4.829 1.862 1.680
H -5.624 2.098 0.122
H -4.216 3.070 0.553
H -4.620 -0.704 1.018
H -3.860 -1.105 -0.537
H -5.403 -0.269 -0.481
H -3.468 2.458 -1.679
H -4.633 1.192 -2.006
H -2.911 0.809 -2.054
H -2.892 -1.851 1.499
H -2.647 -2.398 3.160
H -1.262 -2.024 2.137
H -4.470 0.041 2.763
H -3.650 1.096 3.907
H -3.924 -0.602 4.302
H -0.316 -0.554 3.817
H -1.664 -0.942 4.865
H -1.273 0.748 4.556
O 2.358 0.388 -1.679
B 1.136 0.994 -1.308
O 0.904 2.064 -2.178
C 1.957 2.115 -3.046
C 2.188 2.991 -4.088
C 3.357 2.796 -4.816
C 4.243 1.770 -4.511
C 4.005 0.887 -3.463
C 2.847 1.087 -2.740
H 1.487 3.779 -4.326
H 3.577 3.457 -5.643
H 5.139 1.651 -5.104
H 4.685 0.081 -3.229
*
```

---

Entry 4:
This record from OMol25 describes the molecule C18H15Cl2N5OS. The level of theory is ωB97M-V/def2-TZVPD.

Orbital gap in hartree: 0.3306
HOMO in eV: -8.596
SMILES: C=CCn1c(SCC(=O)Nc2cccnc2Cl)nnc1-c1ccc(Cl)cc1

```
! RIJCOSX wB97M-V def2-TZVPD def2/J DEFGRID3
* xyz 0 1
C -1.753 -3.834 -0.283
C -1.578 -3.222 -1.437
C -1.022 -1.835 -1.618
N -0.516 -1.272 -0.398
C 0.685 -1.563 0.178
S 1.941 -2.451 -0.643
C 3.300 -2.106 0.508
C 3.702 -0.643 0.682
O 4.513 -0.341 1.521
N 3.101 0.222 -0.177
C 3.060 1.603 -0.098
C 3.910 2.376 0.690
C 3.768 3.754 0.687
C 2.785 4.328 -0.103
N 1.966 3.605 -0.851
C 2.100 2.305 -0.840
Cl 0.977 1.432 -1.826
N 0.780 -1.026 1.365
N -0.371 -0.386 1.603
C -1.151 -0.524 0.564
C -2.479 0.058 0.435
C -3.394 -0.091 1.474
C -4.656 0.460 1.378
C -5.005 1.172 0.240
Cl -6.585 1.855 0.111
C -4.096 1.353 -0.791
C -2.835 0.798 -0.691
H -2.163 -4.827 -0.231
H -1.498 -3.381 0.661
H -1.846 -3.701 -2.368
H -0.202 -1.863 -2.346
H -1.808 -1.184 -2.010
H 3.020 -2.488 1.490
H 4.156 -2.673 0.139
H 2.451 -0.169 -0.854
H 4.655 1.886 1.296
H 4.414 4.370 1.291
H 2.630 5.396 -0.149
H -3.102 -0.640 2.355
H -5.368 0.342 2.180
H -4.372 1.930 -1.659
H -2.114 0.975 -1.475
*
```